{
  "formula": "C37H28BrIrN4O8",
  "method": "ωB97M-V/def2-TZVPD",
  "spin_multiplicity": 5,
  "e_lumo_ev": [3.45, 1.39],
  "s_squared": 6.04,
  "gap_ev": [3.63, 4.66],
  "e_homo_ev": [-0.2, -3.3],
  "fmax_ev_per_a": 3.68,
  "e_tot_ha": -4926.04510,
  "charge": -2,
  "species": ["Ir", "C", "C", "C", "C", "C", "C", "C", "C", "N", "C", "O", "C", "C", "C", "C", "C", "N", "C", "O", "N", "C", "C", "C", "C", "C", "C", "C", "C", "H", "H", "H", "H", "H", "H", "H", "H", "H", "H", "H", "H", "H", "H", "H", "H", "H", "H", "H", "H", "H", "O", "C", "O", "C", "C", "C", "N", "C", "C", "C", "O", "O", "H", "H", "H", "Br", "C", "C", "C", "C", "C", "C", "C", "O", "O", "H", "H", "H", "H"],
  "xyz": [[0.911155, -0.405167, -0.021627], [1.909284, 3.295253, -1.079053], [1.161010, 2.732858, -2.245722], [0.518504, 3.576306, -3.163522], [-0.138030, 3.032325, -4.234603], [-0.014929, 1.690216, -4.611203], [0.690334, 0.803395, -3.783711], [1.054825, -0.552273, -4.264514], [1.143811, 1.355551, -2.556321], [1.761097, 0.506601, -1.625790], [3.181648, 0.437575, -1.736370], [3.855473, 0.381682, -2.767080], [3.715865, 0.258218, -0.380040], [5.089981, 0.219379, -0.062274], [5.493936, 0.081934, 1.244627], [4.526396, 0.038437, 2.211914], [3.172594, -0.014618, 1.844872], [2.796780, 0.160978, 0.607801], [2.218133, -0.539331, 2.782009], [2.465419, -0.653771, 3.994754], [1.020818, -0.871011, 2.128219], [0.013840, -1.489385, 2.914392], [-0.350345, -2.844117, 2.759102], [0.615435, -3.900788, 2.244715], [-1.683982, -3.175215, 3.074799], [-2.495017, -2.265773, 3.731188], [-2.055419, -1.022692, 4.138868], [-0.786531, -0.662230, 3.760607], [-0.190689, 0.656729, 4.223955], [1.279377, 3.826100, -0.331215], [2.644185, 3.973105, -1.444941], [2.399232, 2.532640, -0.488603], [0.454463, 4.673131, -2.990843], [-0.747650, 3.719201, -4.838150], [-0.332111, 1.310279, -5.581039], [2.079096, -0.803088, -4.011209], [0.953289, -0.596262, -5.378833], [0.436823, -1.342640, -3.880625], [5.801657, 0.331591, -0.876238], [6.511271, -0.144097, 1.495160], [4.778088, 0.049746, 3.276221], [0.263902, -4.331771, 1.291021], [0.642568, -4.771551, 2.944941], [1.649419, -3.566345, 2.153774], [-2.149811, -4.107752, 2.755330], [-3.523927, -2.542117, 3.990165], [-2.630831, -0.318963, 4.790225], [-1.053914, 1.214977, 4.636858], [0.208375, 1.304796, 3.422616], [0.551256, 0.541183, 5.010379], [-4.483543, -4.839680, -1.527697], [-3.242982, -5.038447, -1.461036], [-2.557093, -6.097039, -1.509506], [-2.377453, -3.886251, -1.263964], [-2.828092, -2.589048, -0.863557], [-1.975344, -1.533445, -0.659939], [-0.614631, -1.705781, -0.700007], [-0.147169, -2.929034, -1.135753], [-0.990825, -3.972348, -1.450543], [1.382418, -3.069914, -1.073198], [1.867521, -4.132031, -1.493345], [1.984657, -2.006862, -0.612196], [-3.900206, -2.476058, -0.558384], [-2.351013, -0.506469, -0.412150], [-0.506650, -4.900503, -1.789735], [-4.829414, 6.042604, 1.485206], [-3.674224, 4.750880, 0.686064], [-4.295354, 4.369743, -0.523254], [-3.832299, 3.290285, -1.228675], [-2.752195, 2.548581, -0.681671], [-2.054290, 2.958916, 0.424590], [-2.459370, 4.150235, 1.121923], [-0.778902, 2.152600, 0.763397], [0.113107, 2.608841, 1.472211], [-0.714207, 0.925664, 0.215350], [-5.125638, 4.985896, -0.856834], [-4.269818, 2.993037, -2.156527], [-2.519819, 1.578890, -1.170019], [-1.883328, 4.543535, 1.884249]],
  "forces_ev_per_angstrom": [[1.929, -0.902, -0.564], [-0.892, -0.190, 1.040], [-0.532, -0.289, -1.103], [-0.138, 0.408, 1.095], [-0.745, 0.279, -1.437], [0.674, -0.236, 0.606], [-0.386, 1.897, 0.192], [0.115, -0.329, -1.018], [0.131, 0.200, -0.046], [-1.630, -0.887, -0.315], [1.440, -1.313, 3.125], [-0.670, 0.576, -0.477], [0.733, 1.127, -2.409], [0.344, -0.007, -0.140], [0.508, 0.039, -1.920], [-1.868, 0.035, 1.999], [2.928, 0.285, 0.598], [-1.768, -0.026, -0.154], [-2.800, -0.239, 0.799], [-0.443, -0.274, -1.100], [1.288, -0.543, 0.778], [-1.201, 0.074, 0.235], [0.009, 0.302, -0.397], [-0.531, -0.692, 0.031], [0.170, 0.301, 0.177], [-1.404, -0.537, 0.306], [0.307, 0.351, 0.709], [1.726, 0.808, -0.666], [-1.425, 0.777, -0.207], [0.131, -0.223, -0.709], [0.708, 0.647, -0.263], [0.169, -0.179, -0.035], [0.104, -0.889, -0.019], [0.344, -0.371, -0.026], [-0.288, 0.288, 0.170], [0.184, 0.078, 0.077], [0.092, 0.109, 0.817], [-0.464, -0.377, 0.440], [-0.151, -0.288, 0.044], [0.534, 0.398, 0.028], [-0.279, -0.455, -0.408], [0.283, 0.288, 0.168], [-0.162, 0.674, -0.274], [-0.215, 0.282, -0.183], [0.484, -0.062, 0.192], [0.297, -0.086, -0.267], [0.312, -0.845, -0.725], [0.450, 0.038, 0.065], [0.000, -0.601, 0.236], [0.097, -0.188, -0.129], [-0.907, 0.320, 0.023], [2.264, -1.437, 0.092], [-1.232, -0.367, -0.244], [-0.070, 1.986, 0.232], [-1.593, 0.572, 0.618], [-0.204, 0.144, 0.367], [-0.380, 0.866, -0.069], [-0.002, 0.081, 0.489], [1.824, -0.584, -0.152], [-1.520, -1.126, -1.129], [0.262, 1.879, 0.921], [0.825, -1.036, 0.322], [1.025, 0.140, -0.702], [0.552, -1.302, -0.017], [-0.334, 0.564, 0.282], [0.768, 0.474, 0.984], [0.642, -1.019, -0.958], [0.378, 0.140, 0.296], [1.182, -0.391, 1.111], [-1.252, -0.801, -1.485], [0.470, 0.578, 0.405], [-2.315, -0.967, -2.317], [1.252, -1.889, 0.098], [-0.976, 0.394, -0.406], [-0.148, 2.624, 0.721], [0.048, -0.366, -0.101], [-0.266, -0.181, -0.377], [0.272, 0.959, 0.403], [0.939, 0.513, 1.657]]
}